2 unconnected molecules or ions with the total composition C5H8Cl2 in a non-equilibrium geometry. Source: the Open Molecules 2025 dataset; level of theory: ωB97M-V with the def2-TZVPD basis set.

Structure (ORCA input):
```
! RIJCOSX wB97M-V def2-TZVPD def2/J DEFGRID3
* xyz 0 1
C -0.02487 0.13294 1.96071
C 1.03154 1.00507 1.65461
C -0.97821 -1.13118 -1.92917
C 2.02488 0.73831 0.77746
C -1.59768 0.09993 -1.32168
Cl 2.33254 -0.84408 0.23449
Cl -1.84384 0.28189 0.32351
H -0.92003 0.35319 2.69883
H 0.00317 -0.95838 1.55725
H 0.88389 2.14573 1.96855
H 0.13517 -1.24963 -1.79413
H -1.09492 -1.01942 -2.93657
H -1.42411 -2.07190 -1.78638
H 2.76466 1.53471 0.32293
H -1.29219 0.98283 -1.73040
*
```

Output
- Total energy: -30354.7220 eV
- Frontier orbital gap (alpha / beta): 7.50 / 7.83 eV
- Largest force on an atom: 3.449 eV Å⁻¹
- Relative energy (zero: lowest compared OMol25 entry of this formula, charge and spin): 119.0 kcal per mole
- Highest occupied orbital energy (alpha / beta): -7.40 / -7.98 eV
- Lowest unoccupied orbital energy (alpha / beta): 0.1083 / -0.1509 eV

***

A single C5H8Cl2F3OP molecule in a non-equilibrium geometry. Source: the Open Molecules 2025 dataset; level of theory: ωB97M-V with the def2-TZVPD basis set.

Structure (ORCA input):
```
! RIJCOSX wB97M-V def2-TZVPD def2/J DEFGRID3
* xyz 0 1
O 3.14958 -0.83954 0.87086
C 2.43066 -0.96254 -0.09998
Cl 2.30262 -2.57054 -0.88048
C 1.62341 0.14166 -0.66448
P 0.60451 0.99811 0.75577
Cl -0.32138 2.05278 2.47959
C -0.90993 1.19453 -0.27764
C -1.59793 -0.10045 -0.73022
C -1.72351 -1.17346 0.32036
F -2.80736 -1.94001 0.08291
F -0.66341 -1.98600 0.31759
F -1.84298 -0.68013 1.54756
H 2.34734 0.87155 -0.99256
H 1.04478 -0.16347 -1.52123
H 0.75122 -0.09891 1.60023
H 1.50895 2.05687 0.75524
H -0.57697 1.70956 -1.16950
H -1.60098 1.85027 0.21134
H -2.60541 0.15437 -1.00972
H -1.11323 -0.51464 -1.59563
*
```

Output
- Total energy: -49848.5852 eV
- Frontier orbital gap: 10.34 eV
- Largest force on an atom: 2.263 eV Å⁻¹
- Highest occupied orbital energy: -10.10 eV
- Lowest unoccupied orbital energy: 0.2392 eV

***

A molecular structure, C5H8Cl2N2 in a non-equilibrium geometry. Source: the Open Molecules 2025 dataset; level of theory: ωB97M-V with the def2-TZVPD basis set.

Structure (ORCA input):
```
! RIJCOSX wB97M-V def2-TZVPD def2/J DEFGRID3
* xyz 0 1
C 1.08879 -0.67820 0.74547
C 1.23178 0.64927 0.77153
C -1.02696 -0.07965 0.02770
C -0.37222 -2.43117 -0.24629
C 0.11333 2.44418 -0.44477
N -0.17756 -1.11308 0.31858
N 0.08794 1.37719 0.51075
Cl -1.59018 0.06054 -1.64190
Cl -2.39555 0.12738 1.11637
H 1.81018 -1.42017 1.02119
H 2.14473 1.17002 1.00256
H 0.54486 -3.00307 -0.13013
H -1.18176 -2.94218 0.28388
H -0.62694 -2.37834 -1.30937
H 0.51533 2.15076 -1.42279
H -0.90168 2.82291 -0.56844
H 0.73590 3.24362 -0.03437
*
```

Output
- Total energy: -33337.6924 eV
- Frontier orbital gap: 8.36 eV
- Largest force on an atom: 3.856 eV Å⁻¹
- Relative energy (zero: lowest compared OMol25 entry of this formula, charge and spin): 51.1 kcal per mole
- Highest occupied orbital energy: -7.58 eV
- Lowest unoccupied orbital energy: 0.7824 eV

***

2 unconnected molecules or ions with the total composition C5H8ClISi in a non-equilibrium geometry. Source: the Open Molecules 2025 dataset; level of theory: ωB97M-V with the def2-TZVPD basis set.

Structure (ORCA input):
```
! RIJCOSX wB97M-V def2-TZVPD def2/J DEFGRID3
* xyz 0 1
C -2.86007 -0.84449 -0.80585
C -0.85829 3.19755 -0.03886
C -1.53823 -0.91785 -0.84727
C -0.14100 2.01891 0.09178
C 3.56671 -2.30731 1.47387
Si -0.25838 0.42566 -1.01988
Cl 1.81519 0.13152 -1.71130
I 1.53461 -2.59243 2.03808
H -3.44524 -1.74959 -0.88834
H -3.38199 0.04364 -0.87707
H -0.58165 4.07464 0.57250
H -1.60979 3.12893 -0.75453
H -1.05862 -1.93257 -0.91674
H 0.65591 1.84892 0.71800
H 3.95811 -1.31809 1.57972
H 4.20272 -3.20745 1.38590
*
```

Output
- Total energy: -33810.9047 eV
- Frontier orbital gap (alpha / beta): 8.01 / 6.39 eV
- Largest force on an atom: 4.667 eV Å⁻¹
- Relative energy (zero: lowest compared OMol25 entry of this formula, charge and spin): 32.1 kcal per mole
- Highest occupied orbital energy (alpha / beta): -8.51 / -6.77 eV
- Lowest unoccupied orbital energy (alpha / beta): -0.5032 / -0.3823 eV

***

A gas-phase ion, C5H8ClN2 (charge +1) in a non-equilibrium geometry. Source: the Open Molecules 2025 dataset; level of theory: ωB97M-V with the def2-TZVPD basis set.

Structure (ORCA input):
```
! RIJCOSX wB97M-V def2-TZVPD def2/J DEFGRID3
* xyz 1 1
C 1.87252 -1.29567 0.46232
N 0.76387 -0.35944 0.02624
C -0.05909 -0.62581 -0.97888
C -1.25061 -0.09819 -1.23883
C -1.86881 0.82755 -0.16190
N -0.65509 1.43376 0.46795
C 0.42827 0.82979 0.82428
Cl 1.50223 1.20318 1.99111
H 1.53692 -1.89505 1.35686
H 2.01332 -1.90142 -0.51872
H 2.69317 -0.57998 0.73294
H 0.32403 -1.32675 -1.71341
H -1.69878 -0.36584 -2.18853
H -2.58786 1.60136 -0.43151
H -2.35846 0.15883 0.53237
H -0.65562 2.39366 0.83770
*
```

Output
- Total energy: -20809.2312 eV
- Frontier orbital gap: 8.71 eV
- Largest force on an atom: 7.282 eV Å⁻¹
- Relative energy (zero: lowest compared OMol25 entry of this formula, charge and spin): 33.7 kcal per mole
- Highest occupied orbital energy: -13.10 eV
- Lowest unoccupied orbital energy: -4.3901 eV

***

2 unconnected molecules or ions with the total composition C5H8ClPS in a non-equilibrium geometry. Source: the Open Molecules 2025 dataset; level of theory: ωB97M-V with the def2-TZVPD basis set.

Structure (ORCA input):
```
! RIJCOSX wB97M-V def2-TZVPD def2/J DEFGRID3
* xyz 0 1
C 0.45437 -1.46811 0.82373
C -0.40482 -0.45744 0.59970
C -0.81404 0.15606 -0.70872
C -1.88453 0.85295 -0.95160
C 0.18824 -0.21272 -1.83258
H 0.74610 -1.79240 1.83701
H 1.18234 -1.83435 0.00725
H -0.89054 -0.03591 1.46406
H -2.50441 1.10603 -0.06738
H -2.34041 1.02788 -1.88895
H 0.90169 0.55413 -1.98493
H -0.25082 -0.19734 -2.82046
H 0.59806 -1.11967 -1.52852
S 2.91368 0.39131 1.67531
P 1.44587 1.58543 1.75099
Cl 0.65923 1.44414 3.62509
*
```

Output
- Total energy: -37959.8422 eV
- Frontier orbital gap: 7.57 eV
- Largest force on an atom: 4.034 eV Å⁻¹
- Relative energy (zero: lowest compared OMol25 entry of this formula, charge and spin): 32.7 kcal per mole
- Highest occupied orbital energy: -9.05 eV
- Lowest unoccupied orbital energy: -1.4743 eV

***

A molecular structure, C5H8CrO3 in a non-equilibrium geometry. Source: the Open Molecules 2025 dataset; level of theory: ωB97M-V with the def2-TZVPD basis set.

Structure (ORCA input):
```
! RIJCOSX wB97M-V def2-TZVPD def2/J DEFGRID3
* xyz 2 5
H 0.47944 -0.78947 1.40109
O -0.94912 -0.25252 -0.23168
C 0.21930 -1.03488 0.15336
O 0.36179 -2.16396 -0.35412
Cr -1.06805 -2.77640 -1.45234
O 1.30983 -0.08224 -0.13057
C 1.86123 0.30160 0.99745
C -1.82831 -0.83496 -0.96742
C -2.99773 -0.00049 -1.24765
H -3.02405 0.94673 -0.69665
H -3.01133 0.17506 -2.33754
H -3.89553 -0.60433 -1.04099
C 2.41998 1.65751 1.05494
H 2.39370 -0.49747 1.53556
H 2.27354 2.20720 0.11963
H 3.49119 1.56452 1.28933
H 1.96414 2.18410 1.90764
*
```

Output
- Total energy: -39856.0102 eV
- Frontier orbital gap (alpha / beta): 9.03 / 9.66 eV
- Largest force on an atom: 5.701 eV Å⁻¹
- Relative energy (zero: lowest compared OMol25 entry of this formula, charge and spin): 24.7 kcal per mole
- Highest occupied orbital energy (alpha / beta): -18.79 / -19.42 eV
- Lowest unoccupied orbital energy (alpha / beta): -9.7636 / -9.7544 eV

***

A molecular structure, C5H8CuLiO3 in a non-equilibrium geometry. Source: the Open Molecules 2025 dataset; level of theory: ωB97M-V with the def2-TZVPD basis set.

Structure (ORCA input):
```
! RIJCOSX wB97M-V def2-TZVPD def2/J DEFGRID3
* xyz 2 3
C 1.43643 3.66759 -0.80069
C 0.15891 3.78489 -1.15353
H 1.75387 3.68981 0.24873
H 2.21400 3.57644 -1.57515
H -0.33255 4.09534 -2.08339
Cu -0.77590 2.07924 -0.30367
O -0.25045 -1.40547 1.11030
Li -0.00281 -1.91046 3.14302
O 0.00706 -0.00671 2.73870
C -0.08557 -0.12807 1.51289
O -0.18118 0.79175 0.66471
C -0.67135 -1.73215 -0.22722
C -0.39724 -3.19756 -0.45659
H -1.74216 -1.50752 -0.32385
H -0.12000 -1.09870 -0.93512
H -0.40821 -3.75003 0.49209
H -1.18007 -3.60415 -1.11050
H 0.57721 -3.34424 -0.94073
*
```

Output
- Total energy: -56281.5195 eV
- Frontier orbital gap (alpha / beta): 9.50 / 5.84 eV
- Largest force on an atom: 3.926 eV Å⁻¹
- Relative energy (zero: lowest compared OMol25 entry of this formula, charge and spin): 0.0 kcal per mole
- Highest occupied orbital energy (alpha / beta): -18.39 / -18.35 eV
- Lowest unoccupied orbital energy (alpha / beta): -8.8947 / -12.5019 eV